Here is 8 unconnected molecules or ions with the total composition C27H54N8O9 at a distorted geometry from OMol25. Energies are from ωB97M-V/def2-TZVPD.

Results
- F_max: 10.10 eV/A
- LUMO energy: -1.1 eV
- Energy relative to the best compared isomer or geometry (same formula, charge and spin): 316.8 kcal per mole
- E_HOMO: -8.886 eV
- M: 634.78 g mol⁻¹

```
98
Properties=species:S:1:pos:R:3:mulliken_charge:R:1
O -1.86462 0.34849 3.60248 -0.426
N -1.72862 0.64449 4.87248 0.904
O -1.57062 1.74049 5.29148 -0.537
C -1.53962 -0.55251 5.82948 0.087
C -0.82962 -0.32451 7.14948 -0.583
C -0.42762 -1.51951 8.08248 -0.434
C -0.80662 -2.89451 7.55748 -0.334
C -1.48062 -3.04051 6.32748 -0.192
C -1.92762 -1.95151 5.38048 -0.440
H -0.56862 0.55749 7.49148 0.605
H -0.02262 -1.41551 9.18048 0.304
H -0.42262 -3.85951 7.91648 0.342
H -1.71062 -4.15551 5.94248 0.189
H -2.36862 -2.22151 4.42848 0.506
C 5.31238 4.67749 -2.53052 -0.893
N 3.82638 4.45849 -2.50452 0.152
C 3.08638 4.16649 -3.79952 -0.973
C 3.07938 4.88349 -1.43752 0.024
O 1.90438 4.72549 -1.43452 -0.579
H 5.58838 5.03749 -3.57152 0.270
H 5.56538 3.63049 -2.41652 0.269
H 5.70238 5.32949 -1.79652 0.383
H 2.89238 5.11949 -4.03252 0.523
H 2.13438 3.68749 -3.48852 0.199
H 3.93538 3.71349 -4.52752 0.260
H 3.73438 5.03149 -0.63052 0.426
C 3.72438 0.28949 -1.94252 -0.451
N 4.85938 -0.54851 -2.49252 0.074
C 5.84938 0.18249 -3.28252 -1.095
C 4.79338 -1.85551 -2.43252 0.203
O 5.77338 -2.60351 -2.72352 -0.651
H 3.23638 -0.06751 -1.01252 0.140
H 3.00938 0.41849 -2.72252 0.272
H 4.12538 1.37349 -1.90852 0.081
H 5.66038 0.48749 -4.27052 0.389
H 6.87438 -0.13851 -3.15152 0.362
H 6.03938 1.04349 -2.73952 0.332
H 3.87838 -2.37251 -1.91052 0.274
C -0.36162 0.82849 0.65048 -0.642
N 0.10938 0.59149 -0.75852 0.707
C 0.52538 1.86749 -1.42652 -0.998
C -0.09162 -0.52751 -1.42652 0.735
O 0.51638 -0.79751 -2.46352 -0.564
H -0.52062 -0.23251 1.03348 0.002
H -1.32862 1.35749 0.82548 0.154
H 0.48638 1.32549 1.14448 0.282
H -0.19262 2.16249 -2.35552 0.195
H 1.55038 1.84149 -1.77752 -0.131
H 0.45838 2.87049 -1.05552 0.569
H -0.66862 -1.18551 -0.78252 -0.291
C -1.19062 -1.01251 -5.38052 -0.658
N -2.51062 -0.74651 -4.78452 0.128
C -3.57262 -1.43651 -5.24252 -1.141
C -2.63762 0.19149 -3.84352 -0.172
O -3.69362 0.45349 -3.21552 -0.693
H -1.04862 -0.96451 -6.44552 0.411
H -0.87562 -2.02751 -4.85252 0.251
H -0.28362 -0.22851 -4.95752 0.097
H -4.57562 -0.89251 -5.47152 0.267
H -3.76862 -2.15351 -4.54252 0.356
H -3.36962 -2.15351 -5.87752 0.619
H -1.86862 0.61549 -3.55952 0.531
C -4.21062 1.42349 -0.18152 -1.230
N -5.05762 1.63549 1.04848 0.380
C -5.44162 0.39949 1.64548 -0.847
C -5.50762 2.84349 1.38348 0.044
O -6.36162 3.05049 2.25548 -0.612
H -4.50862 2.14949 -1.00252 0.437
H -4.18262 0.29349 -0.57552 0.197
H -3.32462 1.80449 -0.12652 0.532
H -6.52462 0.37749 1.44148 0.390
H -5.47162 0.53949 2.76248 0.294
H -4.96062 -0.60251 1.42848 0.175
H -4.98862 3.79349 0.87048 0.260
C -2.81762 -3.31851 0.37648 -1.262
N -1.82462 -3.44251 -0.76652 0.185
C -2.24662 -3.17551 -2.01452 -1.528
C -0.54062 -4.00651 -0.47952 -0.041
O 0.23838 -4.30851 -1.31852 -0.535
H -2.54962 -3.56551 1.33848 0.392
H -3.70162 -3.72051 -0.01752 0.483
H -3.29962 -2.30351 0.39748 0.328
H -2.73962 -2.31851 -2.25852 0.450
H -2.82262 -3.93251 -2.22052 0.900
H -1.37562 -3.19251 -2.83852 0.126
H -0.39862 -4.12951 0.53148 0.454
C 1.60038 -1.77951 2.60648 -1.058
N 2.18238 -0.64851 3.28948 0.156
C 2.91138 0.40649 2.73448 -1.069
C 1.93138 -0.57351 4.64548 -0.467
O 2.48138 0.21349 5.45248 -0.653
H 0.47838 -1.77751 2.52448 0.217
H 1.77438 -2.78951 3.05748 0.419
H 1.94038 -1.87551 1.68348 0.527
H 2.54938 1.43849 2.48448 0.283
H 3.29638 0.05249 1.80548 0.411
H 3.75638 0.46549 3.36148 0.427
H 1.31338 -1.19851 4.94748 0.837
```


Here is a molecular structure, C3H8N4 from OMol25. Energies are from ωB97M-V/def2-TZVPD.

Results
- F_max: 0.61 eV/A
- LUMO energy: 0.9 eV
- Energy relative to the best compared isomer or geometry (same formula, charge and spin): 167.8 kcal per mole
- E_HOMO: -7.304 eV
- M: 100.12 g mol⁻¹

```
15
Properties=species:S:1:pos:R:3:mulliken_charge:R:1
C 1.36529 -1.13936 -0.22622 -0.090
N -1.01485 -0.24468 -0.29738 0.194
C 0.78501 0.18639 -0.23312 0.293
N -1.88926 0.68683 0.35588 -0.723
C 1.10333 1.47476 -0.32528 -0.944
N 0.53952 -1.16918 0.99182 -0.533
N -0.78862 -1.44398 0.47717 -0.427
H -1.41747 -0.46496 -1.21058 0.332
H -1.36175 1.01778 1.16322 0.298
H -1.98474 1.48533 -0.26873 0.296
H -1.42155 -1.40606 1.27317 0.318
H 1.11127 -1.86155 -1.00610 0.226
H 2.42792 -1.14919 0.00726 0.275
H 0.54771 2.26590 0.16443 0.231
H 1.99819 1.76198 -0.86552 0.255
```


Here is a single C4H5N3O molecule at a distorted geometry from OMol25. Energies are from ωB97M-V/def2-TZVPD.

Results
- F_max: 6.45 eV/A
- LUMO energy: 0.2 eV
- Energy relative to the best compared isomer or geometry (same formula, charge and spin): 175.3 kcal per mole
- E_HOMO: -8.167 eV
- M: 111.10 g mol⁻¹

```
13
Properties=species:S:1:pos:R:3:mulliken_charge:R:1
C 1.09462 2.10051 0.39127 -0.044
C 1.29197 0.95676 -0.01820 -0.116
C 1.68519 -0.21623 -0.58605 -0.173
N 1.28329 -1.39119 -0.49829 -0.480
N 0.21953 -1.54100 0.47706 -0.016
C -0.87896 -0.93985 0.29134 0.067
N -1.03590 0.04766 -0.56706 -0.401
O -2.42297 0.49421 -0.35016 -0.466
H 0.73408 3.00809 0.98017 0.348
H 2.26142 -0.11177 -1.41640 0.405
H -0.02151 -2.38304 1.01928 0.292
H -1.62060 -1.44010 0.95546 0.279
H -2.59016 1.41596 -0.67841 0.305
```